A structure of composition C14H15BaClN2O7S2Sb in a non-equilibrium geometry. Source: OMol25; level of theory: wB97M-V/def2-TZVPD.

Values from the calculation:
LUMO level: 2.14 eV
Relative energy (zero: lowest compared OMol25 entry of this formula, charge and spin): 36.2 kcal per mole
HOMO level: -5.3 eV
Gap between HOMO and LUMO: 7.4 eV
Net charge: -1

Positions of all 43 atoms, in Å:
Ba  2.795720  2.515170  1.013834
O  1.425104  -3.149660  3.907733
C  0.219071  -3.344852  3.410482
O  -0.360156  -4.380998  3.615332
C  -0.452197  -2.230310  2.609830
C  -1.749652  -2.326910  2.214948
Cl  -2.840715  -3.631895  2.416158
N  -2.076076  -1.212343  1.499748
N  -1.030329  -0.360733  1.395700
C  -0.054722  -0.950908  2.047913
C  1.250555  -0.149879  2.027200
O  2.229274  -0.527379  2.716532
O  1.283233  0.900808  1.283948
C  -3.340468  -0.803771  0.843493
C  -4.570014  -1.261409  1.300861
C  -5.741839  -0.852038  0.662319
C  -5.695889  0.012053  -0.419913
C  -4.458782  0.475425  -0.862600
C  -3.281363  0.075524  -0.239071
H  1.789939  -2.260540  3.624427
H  -4.635067  -1.915081  2.156864
H  -6.699421  -1.217680  1.030667
H  -6.610166  0.326001  -0.910679
H  -4.403529  1.157814  -1.707887
H  -2.320275  0.433646  -0.584040
O  4.150488  6.052603  -0.506182
S  3.837456  4.729720  -0.038513
O  2.645527  4.126263  -0.759306
O  3.397556  4.730631  1.419941
S  5.327344  3.343871  -0.177342
C  0.941304  -0.833655  -3.354323
Sb  1.537633  0.655807  -1.973021
C  3.202479  -0.495300  -1.230344
C  2.678424  1.794239  -3.395166
H  1.839930  -1.165092  -3.896230
H  0.214384  -0.403804  -4.062572
H  0.477412  -1.689749  -2.832076
H  3.859954  -0.718177  -2.068378
H  2.826290  -1.428699  -0.783065
H  3.795808  0.021115  -0.470582
H  3.526891  1.196366  -3.745310
H  3.047164  2.725701  -2.937667
H  2.021719  2.038105  -4.243663

Atoms 1-6, force components in eV/Å:
Ba 0.42 -2.19 1.38
O 0.81 1.37 -0.38
C -0.75 0.42 -0.39
O 0.08 0.02 -0.03
C 1.26 0.23 0.25
C -1.05 0.00 -0.60


The molecule C14H15Br2NO3. Source: OMol25; level of theory: wB97M-V/def2-TZVPD.

Values from the calculation:
LUMO level: 0.66 eV
Relative energy (zero: lowest compared OMol25 entry of this formula, charge and spin): 0.0 kcal per mole
HOMO level: -9.0 eV
SMILES string: Cc1cc(Br)c(NC(=O)COC(=O)[C@H]2C[C@@H]2C)c(Br)c1
Gap between HOMO and LUMO: 9.7 eV
Net charge: 0

Positions of all 35 atoms, in Å:
C  -5.772223  -1.419957  -1.170823
C  -4.461485  -0.919940  -0.652263
C  -4.241194  0.439998  -0.472210
C  -3.040667  0.885061  0.047525
C  -2.013383  0.008053  0.389216
C  -2.239300  -1.349869  0.170736
C  -3.444333  -1.809227  -0.330378
H  -3.584095  -2.868770  -0.480105
Br  -0.841600  -2.591174  0.490426
N  -0.813628  0.480682  0.940319
C  -0.401125  0.137728  2.187890
O  -1.036424  -0.552504  2.946425
C  0.959787  0.747702  2.549520
H  0.922172  1.834276  2.405417
H  1.187058  0.504314  3.588081
O  2.022930  0.194046  1.779948
C  2.238232  0.676707  0.550576
O  1.552290  1.536285  0.038419
C  3.403055  0.035619  -0.077414
C  3.379247  -0.152790  -1.579353
C  4.272657  0.877521  -0.991518
C  5.764167  0.681698  -0.961132
H  6.206007  1.229139  -0.130762
H  6.206565  1.048514  -1.885491
H  6.011920  -0.371513  -0.853952
H  3.955337  1.907797  -1.100758
H  2.488835  0.173410  -2.094586
H  3.812220  -1.063545  -1.962839
H  3.872533  -0.720893  0.534808
H  -0.268635  1.168407  0.420086
Br  -2.760992  2.748002  0.306546
H  -5.009078  1.154827  -0.725127
H  -6.270484  -0.659065  -1.765646
H  -5.633106  -2.312178  -1.776112
H  -6.423247  -1.678368  -0.335456

Atoms 1-6, force components in eV/Å:
C -0.06 -0.03 0.07
C 0.22 0.12 0.04
C 0.07 0.00 0.01
C 0.14 0.09 0.07
C -0.21 -0.08 0.10
C 0.13 -0.03 -0.04


A structure of composition C14H15CaN3O3S2 in a non-equilibrium geometry. Source: OMol25; level of theory: wB97M-V/def2-TZVPD.

Values from the calculation:
LUMO level: -6.26 eV
Relative energy (zero: lowest compared OMol25 entry of this formula, charge and spin): 11.4 kcal per mole
HOMO level: -13.8 eV
Gap between HOMO and LUMO: 7.5 eV
Net charge: +2

Positions of all 38 atoms, in Å:
Ca  0.012986  0.391423  -0.416891
O  1.253765  2.860564  -0.426387
C  0.971024  4.029167  -0.805089
O  -0.510807  1.951141  -1.988217
C  -0.382417  3.061553  -2.536216
O  -0.861026  3.408144  -3.724551
N  0.260296  4.174079  -1.997892
C  -0.427095  4.834069  -4.080911
C  0.092495  5.408266  -2.796831
H  -1.240661  5.428309  -4.515421
H  0.414596  4.797335  -4.779718
H  -0.664642  6.056066  -2.354160
H  1.012673  5.993893  -2.890645
C  1.220545  5.272897  -0.131588
C  2.086768  5.377952  0.900364
H  0.618669  6.115862  -0.477789
H  2.714466  4.539383  1.207721
H  2.185660  6.323676  1.435973
C  -0.496270  -2.046254  -3.111557
C  -0.504482  -2.793669  -1.845961
N  -0.341854  -2.200191  -0.660386
C  -0.387274  -3.105192  0.406339
C  -0.592510  -4.392516  -0.051205
S  -0.729871  -4.501334  -1.782094
C  -0.227064  -2.610710  1.749234
C  -0.234043  -3.297839  2.951976
S  -0.000366  -2.275127  4.331235
C  0.101997  -0.932069  3.237516
N  -0.032124  -1.241125  1.947820
C  0.319601  0.436010  3.730741
H  0.298668  -2.484293  -3.724606
H  -1.453701  -2.252970  -3.600620
H  -0.353597  -0.963813  -2.994296
H  -0.656376  -5.227959  0.628667
H  -0.374104  -4.367138  2.992016
H  -0.500763  0.665342  4.418568
H  1.257002  0.429975  4.296141
H  0.362635  1.166603  2.919979

Atoms 1-6, force components in eV/Å:
Ca 0.23 -0.46 0.53
O -0.24 1.91 0.19
C -0.01 -2.50 -0.13
O -0.44 1.03 -1.33
C 0.13 0.92 -0.46
O 0.20 0.65 0.04


A structure of composition C14H15CeNO2 in a non-equilibrium geometry. Source: OMol25; level of theory: wB97M-V/def2-TZVPD.

Values from the calculation:
LUMO level (alpha / beta): 2.81 / 2.73 eV
HOMO level (alpha / beta): -1.5 / -4.4 eV
Gap between HOMO and LUMO (alpha / beta): 4.3 / 7.1 eV
2S+1: 2
Net charge: -1

Positions of all 33 atoms, in Å:
C  3.519123  -0.015921  -1.921798
C  3.323921  1.388594  -2.038531
C  2.003853  1.618021  -2.522860
C  1.380540  0.351791  -2.701788
C  2.313302  -0.659288  -2.325995
Ce  1.801426  0.504955  -0.347177
N  1.916048  -0.825583  0.740527
C  2.695175  1.183714  1.882353
C  2.887378  2.183402  0.957831
H  1.549210  2.593063  -2.708971
H  4.064379  2.159770  -1.819242
H  0.357093  0.181128  -3.038614
H  2.132491  -1.734752  -2.335825
H  4.419937  -0.515713  -1.561525
H  3.877604  2.364778  0.529820
H  3.522427  0.549890  2.213873
H  2.165135  -1.627531  1.332062
H  2.108682  2.932544  0.777157
H  1.767229  1.115770  2.455759
O  -1.440521  -0.626209  -1.670465
C  -1.487113  -0.447445  -0.372777
O  -0.423506  -0.054861  0.291972
C  -2.707570  -0.773341  0.402349
C  -2.724318  -0.577761  1.799583
C  -3.859590  -0.893916  2.549395
C  -4.990842  -1.411826  1.918731
C  -4.989212  -1.611242  0.534888
C  -3.855813  -1.293662  -0.222476
H  -1.859697  -0.180613  2.317151
H  -3.858679  -0.739756  3.621290
H  -5.867603  -1.659938  2.503757
H  -5.867283  -2.017046  0.051151
H  -3.873207  -1.461017  -1.291606

Atoms 1-6, force components in eV/Å:
C 0.79 -0.26 -1.95
C 1.13 0.54 -1.78
C 0.76 -0.28 -1.91
C 0.74 -0.24 -2.59
C 0.82 -0.25 -2.78
Ce -6.38 6.21 2.75


The highest net charge belongs to which entry?
C14H15CaN3O3S2